(1)
ORCA calculation (ωB97M-V with the def2-TZVPD basis set) on a single C2H4N4S molecule at a distorted geometry.

Summary:
HOMO in eV: -9.11
SMILES: Nn1ncnc1S
Frontier orbital gap in eV: 9.68
ΔE to the lowest compared entry with this formula, charge and spin in kcal/mol: 61.72
E_LUMO in hartree: 0.0207

Element x y z (Å)
C  0.137  1.213  1.510
C  0.298  0.759  -0.503
H  -1.353  -1.974  -0.046
H  0.319  -2.149  -0.216
H  0.341  1.837  2.431
H  -0.130  -0.334  -2.225
N  -0.546  -1.504  -0.569
N  -0.194  -0.232  0.106
N  -0.423  -0.038  1.407
N  0.743  1.717  0.402
S  0.808  0.706  -2.299

---

(2)
ORCA calculation (ωB97M-V with the def2-TZVPD basis set) on 2 unconnected molecules or ions with the total composition C2H4N5 at a distorted geometry.

Summary:
HOMO (spin up / spin down) in eV: -1.92 / -4.23
Expectation value of S²: 2.0101
Frontier orbital gap (spin up / spin down) in eV: 5.82 / 6.46
Multiplicity: 3
ΔE to the lowest compared entry with this formula, charge and spin in kcal/mol: 0.00
Net charge: -1
E_LUMO (spin up / spin down) in hartree: 0.1430 / 0.0820

Element x y z (Å)
C  -1.035  -0.413  0.107
C  1.819  0.283  0.167
N  -2.124  -1.149  0.132
N  -1.218  0.887  -0.063
N  -3.068  -0.222  -0.016
N  -2.538  0.974  -0.133
N  0.984  -0.863  0.050
H  1.775  1.006  -0.657
H  1.601  0.795  1.104
H  2.855  -0.100  0.224
H  0.948  -1.197  -0.913

---

(3)
ORCA calculation (ωB97M-V with the def2-TZVPD basis set) on 2 unconnected molecules or ions with the total composition C2H4NO at a distorted geometry.

Summary:
HOMO (spin up / spin down) in eV: -17.53 / -17.53
Frontier orbital gap (spin up / spin down) in eV: 9.52 / 9.52
ΔE to the lowest compared entry with this formula, charge and spin in kcal/mol: 129.93
Net charge: +1
E_LUMO (spin up / spin down) in hartree: -0.2943 / -0.2942

Element x y z (Å)
C  0.205  0.635  0.281
C  0.202  -0.863  0.032
N  1.376  -0.003  0.012
O  2.536  0.037  0.012
H  -0.250  1.070  -1.232
H  -0.093  1.317  1.039
H  0.025  -1.447  0.957
H  -0.338  -1.165  -0.870

---

> The lowest ΔE to the lowest compared entry with this formula, charge and spin belongs to which entry?

C2H4N5

---

> ΔE to the lowest compared entry with this formula, charge and spin of number 1 (C2H4N4S)?

61.72 kcal/mol

---

> ΔE to the lowest compared entry with this formula, charge and spin of number 3 (C2H4NO)?

129.93 kcal/mol

---

> The highest ΔE to the lowest compared entry with this formula, charge and spin belongs to which entry?

C2H4NO